Record 1
{
  "formula": "C37H58B2N8O2SV",
  "method": "wB97M-V/def2-TZVPD",
  "lumo_energy_ev": [-6.667, -5.956],
  "de_lowest_kcal_mol": 52.8,
  "multiplicity": 2,
  "orbital_gap_ev": [7.26, 7.58],
  "charge": 2,
  "symbols": ["V", "C", "C", "C", "C", "N", "N", "B", "N", "N", "C", "C", "C", "C", "C", "C", "C", "C", "N", "N", "C", "C", "C", "C", "C", "C", "C", "C", "C", "C", "C", "C", "H", "H", "H", "H", "H", "H", "H", "H", "H", "H", "H", "H", "H", "H", "H", "H", "H", "H", "H", "H", "H", "H", "H", "H", "H", "H", "H", "H", "H", "H", "H", "H", "H", "H", "H", "H", "H", "H", "H", "H", "C", "C", "C", "O", "B", "O", "C", "C", "C", "H", "H", "H", "H", "H", "H", "H", "H", "H", "H", "H", "H", "N", "C", "N", "C", "C", "C", "C", "C", "C", "S", "H", "H", "H", "H", "H", "H"],
  "xyz": [[11.350346, 11.306526, 11.701664], [12.145913, 6.027011, 12.379339], [11.315648, 7.223951, 11.916213], [10.150953, 7.247334, 11.172660], [9.791705, 8.563096, 10.933846], [10.650365, 9.355864, 11.616524], [11.647670, 8.513043, 12.151135], [12.913748, 9.007608, 12.926482], [13.876684, 9.872405, 12.077344], [13.473196, 11.082012, 11.497973], [14.587828, 11.741425, 11.074077], [15.723295, 10.917721, 11.317442], [15.199756, 9.791819, 11.939619], [15.997204, 8.586080, 12.378874], [14.558952, 13.283967, 10.695808], [15.181891, 13.941522, 11.935601], [15.364811, 13.571461, 9.428461], [13.048183, 13.628632, 10.576055], [12.345770, 9.877386, 14.077759], [11.960931, 11.186850, 13.785581], [11.635684, 11.759429, 15.011489], [11.909022, 10.868332, 16.014712], [12.337713, 9.696741, 15.391049], [12.736963, 8.434087, 16.018293], [11.311232, 13.253036, 15.269113], [12.539131, 13.818234, 15.976678], [11.068296, 14.085596, 14.016643], [10.170366, 13.419201, 16.266608], [8.539929, 8.991741, 10.177393], [7.349723, 9.262685, 11.196672], [8.100068, 7.822778, 9.280747], [8.855559, 10.291667, 9.424709], [11.628574, 5.101074, 12.143827], [12.395570, 6.139979, 13.436287], [13.025080, 5.885893, 11.794272], [9.523399, 6.425913, 10.886885], [13.490942, 8.037945, 13.329048], [16.722542, 11.240348, 11.121451], [16.989817, 8.987870, 12.624471], [16.157647, 7.846799, 11.610129], [15.674107, 8.073905, 13.273010], [16.260364, 13.770432, 11.935741], [14.831291, 13.516041, 12.888520], [15.021496, 15.004463, 11.890791], [16.201035, 12.862342, 9.273570], [15.686156, 14.627589, 9.387217], [14.786742, 13.536292, 8.517957], [12.594780, 13.708105, 11.563890], [12.560530, 12.896813, 9.904020], [12.931540, 14.605427, 10.016916], [11.744355, 10.870162, 17.106889], [13.647592, 8.547716, 16.593522], [12.933603, 7.613061, 15.373810], [12.032776, 8.152023, 16.780736], [13.435612, 13.600362, 15.428555], [12.697219, 13.275500, 16.911753], [12.444515, 14.906572, 16.072697], [11.752312, 13.858631, 13.246015], [11.157576, 15.125974, 14.309450], [10.088787, 14.022615, 13.632081], [10.469440, 12.843176, 17.167107], [9.288936, 12.962066, 15.825067], [9.913215, 14.440809, 16.561880], [7.159117, 8.395823, 11.840889], [6.419225, 9.434986, 10.613205], [7.554562, 10.030266, 11.869199], [7.768241, 6.970259, 9.852392], [8.898630, 7.493104, 8.598053], [7.227649, 8.189975, 8.762135], [9.549986, 10.941642, 9.980322], [7.916463, 10.891844, 9.242699], [9.288101, 9.967325, 8.430043], [14.409941, 11.089499, 7.555916], [13.088930, 10.312682, 7.645136], [12.282192, 10.448163, 6.386560], [12.275385, 11.074408, 8.658831], [12.403152, 10.372211, 9.796787], [12.953238, 9.104127, 9.706196], [13.253335, 8.939951, 8.272102], [12.139124, 7.942589, 7.798380], [14.661468, 8.335647, 8.119024], [14.196301, 12.031491, 7.042674], [15.135096, 10.564134, 6.950782], [14.793393, 11.365392, 8.583820], [12.294015, 11.503453, 6.077485], [11.265396, 10.129850, 6.547400], [12.711276, 9.737813, 5.656208], [11.165254, 8.308740, 8.012499], [12.275921, 7.092179, 8.460842], [12.169751, 7.598415, 6.769814], [15.311934, 9.090253, 8.668860], [14.930627, 8.180950, 7.105245], [14.608795, 7.356233, 8.647390], [9.985073, 14.051306, 10.035270], [9.253291, 13.527893, 11.002086], [9.557085, 12.448250, 11.783070], [8.604030, 12.238743, 12.824265], [8.614752, 11.186179, 13.707296], [7.541578, 10.989264, 14.596131], [6.466399, 11.903134, 14.518032], [6.492976, 12.977815, 13.652596], [7.577509, 13.152507, 12.809104], [7.783298, 14.313420, 11.507073], [10.758496, 13.598510, 9.544464], [9.513421, 14.626448, 9.408737], [9.425696, 10.445768, 13.813554], [7.456244, 10.175491, 15.270538], [5.642751, 11.806001, 15.215843], [5.682252, 13.695518, 13.629131]],
  "atomic_forces_ev_per_a": [[-0.43, -0.50, 0.28], [-1.18, 0.73, -0.16], [0.81, 0.33, 0.04], [-0.66, -0.26, -0.34], [-0.46, -0.42, 0.74], [1.94, 0.57, 0.00], [-0.50, -0.42, -0.19], [-0.64, -0.20, 0.18], [0.05, 1.32, -0.59], [0.31, -0.38, 0.11], [0.47, 0.04, 0.19], [-2.26, 1.20, -0.19], [0.89, -1.56, 0.26], [0.93, 1.10, 0.43], [-0.85, -2.40, 0.69], [0.43, -0.39, -0.01], [0.20, 0.66, -0.34], [0.76, 1.06, -1.41], [0.52, 1.41, -0.41], [-0.97, -0.13, 0.70], [0.23, 1.10, -1.24], [-0.31, -1.51, 1.01], [-0.04, 0.05, -0.21], [0.48, 0.00, 1.17], [0.33, -0.01, -0.20], [0.41, -0.24, 0.02], [-0.10, 0.34, 1.35], [-0.23, -1.27, 0.22], [-0.22, 0.20, 1.74], [-0.05, -1.92, -1.56], [0.36, 0.84, -0.18], [-0.65, -0.37, -1.55], [-0.54, 0.04, 0.53], [-0.05, -0.37, -0.21], [1.03, 0.54, -0.35], [0.30, -0.35, -0.10], [-0.12, 0.38, -0.11], [0.44, -0.35, 0.05], [-0.09, -0.26, -0.10], [-0.24, -0.11, -0.49], [-0.48, 0.08, 0.12], [0.00, 0.07, -0.10], [-0.27, 0.26, -0.37], [-0.12, 0.53, 0.17], [-0.20, 0.68, 0.34], [0.38, -0.49, 0.53], [-0.54, -0.42, -0.11], [-0.15, 0.07, -0.04], [0.15, 0.08, 0.35], [0.01, -0.80, 0.92], [0.15, 0.58, -0.91], [0.43, 0.34, 0.05], [-0.20, -0.54, -0.76], [-0.60, -0.26, 0.13], [0.60, 0.11, -0.62], [-0.19, 0.55, 0.23], [0.05, -0.34, 0.41], [0.98, -0.10, -0.83], [0.34, 0.26, -0.13], [-1.20, -0.40, -0.35], [-0.56, 0.46, -0.31], [-0.39, -0.05, 0.24], [0.44, -0.05, -0.25], [0.12, -0.13, -0.31], [0.62, 0.14, 0.39], [0.27, 1.63, 0.74], [-0.04, -0.20, 0.31], [-0.39, 0.22, 0.04], [-0.18, -0.12, -0.64], [-0.22, -0.33, -0.40], [0.97, -0.63, 0.06], [-0.24, 0.87, 0.95], [-0.55, 0.71, 0.67], [0.36, 1.83, 0.36], [0.59, -0.71, -0.43], [0.04, 0.12, 0.59], [0.45, -1.19, 0.64], [-0.06, 1.56, -0.45], [-1.31, -2.03, -0.89], [1.50, -0.18, 0.73], [-0.95, 0.84, 2.75], [0.08, -0.05, 0.10], [0.30, -0.13, 0.07], [-0.23, -0.81, -1.32], [0.06, -0.57, -0.25], [-0.39, -0.04, 0.10], [-0.15, 0.74, -0.16], [-0.90, 0.62, 0.12], [-0.08, -0.36, -0.12], [0.31, 0.16, -0.14], [-0.21, -1.43, -0.81], [0.36, 0.02, -0.92], [0.45, 0.70, -0.33], [1.44, -0.87, -0.60], [-0.74, -1.96, 2.87], [0.87, 1.00, -0.98], [0.98, 0.15, -1.29], [-0.02, -1.82, 1.92], [-0.41, 2.05, -1.79], [0.53, -0.37, 0.65], [-0.36, 0.58, -0.04], [-0.50, -0.07, -0.27], [0.12, -0.10, 0.07], [-0.37, -0.24, 0.76], [-0.98, 1.45, -1.01], [-0.27, 0.62, -0.56], [0.35, -0.61, 0.45], [-0.06, -0.05, -0.19], [-0.07, -0.11, 0.07]],
  "mulliken_charge": [0.744, -1.542, 0.314, -1.285, -0.682, 0.700, 0.784, -0.700, 0.582, 1.143, -1.301, -1.105, 0.643, -1.652, 2.822, -1.756, -1.564, -0.229, 0.271, 0.618, -0.514, -1.045, 0.565, -1.823, 2.329, -1.923, -1.493, -1.573, 2.394, -1.610, -2.000, -0.675, 0.506, 0.210, 0.311, 0.630, -0.211, 0.651, 0.494, 0.253, 0.291, 0.438, 0.202, 0.524, 0.227, 0.490, 0.376, -0.162, -0.820, 0.520, 0.517, 0.383, 0.151, 0.472, 0.321, 0.391, 0.499, -0.317, 0.773, 0.386, 0.381, 0.258, 0.406, 0.400, 0.478, 0.374, 0.462, 0.303, 0.474, -0.119, 0.496, 0.133, -1.665, 1.271, -1.659, -0.795, 0.936, -0.236, 1.497, -1.512, -1.461, 0.465, 0.379, 0.074, 0.404, 0.295, 0.336, 0.105, 0.440, 0.401, 0.334, 0.358, 0.345, -0.214, 0.042, 0.951, -1.193, -0.075, -1.118, -0.941, -0.513, 1.364, -0.271, -0.093, 0.351, -0.075, 0.540, 0.462, 0.484]
}


Record 2
{
  "formula": "C37H58N5O3P",
  "method": "wB97M-V/def2-TZVPD",
  "lumo_energy_ev": 0.663,
  "multiplicity": 1,
  "smiles": "COCCCCCCCC[PH2](CN)CCCCCOC(C)=O.c1ccncc1.c1ccncc1.c1ccncc1.c1ccncc1",
  "orbital_gap_ev": 8.04,
  "charge": 0,
  "symbols": ["C", "O", "C", "C", "C", "C", "C", "C", "C", "C", "P", "C", "N", "C", "C", "C", "C", "C", "O", "C", "C", "O", "H", "H", "H", "H", "H", "H", "H", "H", "H", "H", "H", "H", "H", "H", "H", "H", "H", "H", "H", "H", "H", "H", "H", "H", "H", "H", "H", "H", "H", "H", "H", "H", "H", "H", "H", "H", "H", "H", "C", "C", "C", "N", "C", "C", "H", "H", "H", "H", "H", "C", "C", "C", "N", "C", "C", "H", "H", "H", "H", "H", "C", "C", "C", "N", "C", "C", "H", "H", "H", "H", "H", "C", "C", "C", "N", "C", "C", "H", "H", "H", "H", "H"],
  "xyz": [[4.008370, 5.445212, -0.600330], [2.971005, 5.536652, -1.552403], [1.692430, 5.211078, -1.044559], [1.086142, 6.342636, -0.220826], [-0.361565, 6.076437, 0.218429], [-0.548062, 5.442343, 1.606341], [0.476410, 4.381049, 2.004010], [0.056338, 3.618850, 3.258672], [1.170954, 2.748263, 3.837782], [1.471393, 1.538346, 2.956740], [2.598067, 0.193015, 3.567852], [3.352849, 1.150387, 5.053076], [4.382090, 0.234779, 5.581157], [2.054706, -0.975154, 2.128813], [3.249021, -1.473079, 1.313318], [2.843454, -2.421155, 0.174108], [3.628684, -2.200520, -1.112186], [3.137725, -3.054720, -2.263952], [1.781551, -2.728135, -2.638708], [1.621101, -1.546274, -3.312922], [1.612715, -1.710958, -4.804199], [1.446285, -0.514778, -2.728530], [3.783492, 4.689280, 0.162990], [4.921981, 5.151398, -1.118797], [4.182791, 6.404197, -0.098815], [1.056931, 5.012724, -1.911392], [1.754002, 4.280531, -0.465551], [1.722703, 6.556487, 0.645067], [1.118689, 7.234226, -0.853167], [-0.855063, 5.455912, -0.538774], [-0.893777, 7.030777, 0.213612], [-0.539576, 6.234438, 2.363595], [-1.542231, 4.983498, 1.646572], [0.600504, 3.667686, 1.183244], [1.449816, 4.852296, 2.185117], [-0.799832, 2.982876, 3.001856], [-0.283069, 4.325277, 4.024036], [2.067916, 3.368289, 3.941377], [0.895053, 2.426987, 4.844995], [1.904917, 1.846502, 1.998234], [0.532680, 1.035470, 2.706828], [2.191526, -0.792138, 4.518879], [3.935136, 0.133546, 3.068984], [3.786060, 2.103814, 4.725992], [2.617092, 1.352631, 5.836092], [4.341714, 0.189257, 6.591024], [5.311136, 0.563627, 5.351537], [1.539136, -1.841995, 2.557228], [1.361327, -0.487586, 1.433512], [3.960216, -1.979273, 1.978154], [3.786350, -0.610371, 0.895522], [1.785810, -2.257497, -0.052582], [2.920268, -3.463682, 0.498682], [3.557352, -1.145757, -1.394881], [4.694373, -2.422833, -0.973118], [3.101821, -4.110217, -1.990846], [3.789167, -2.955050, -3.140992], [1.559163, -0.740546, -5.290931], [2.507046, -2.252242, -5.120845], [0.754626, -2.327663, -5.079969], [-2.281536, 0.551711, -1.077171], [-1.592828, 0.827374, -2.248802], [-2.248628, 1.541677, -3.241335], [-3.501565, 1.982358, -3.134698], [-4.147404, 1.708985, -2.002040], [-3.587068, 0.998756, -0.950361], [-1.806397, -0.007723, -0.280654], [-0.573933, 0.494585, -2.391157], [-1.741672, 1.774632, -4.171943], [-5.168784, 2.065916, -1.929384], [-4.172574, 0.804270, -0.061490], [-0.358221, -6.642448, 3.706411], [0.947805, -6.231807, 3.920084], [1.430040, -5.156788, 3.188081], [0.706320, -4.494854, 2.288474], [-0.546597, -4.899142, 2.093510], [-1.123564, -5.962007, 2.772822], [-0.772215, -7.476908, 4.257788], [1.583749, -6.730629, 4.638706], [2.447008, -4.806068, 3.331401], [-1.115649, -4.343297, 1.355926], [-2.147995, -6.245019, 2.572269], [-9.807423, 2.821071, -0.143581], [-9.666620, 1.518549, -0.594308], [-8.398009, 0.958197, -0.610902], [-7.303419, 1.604607, -0.216015], [-7.452809, 2.855911, 0.213495], [-8.676490, 3.506325, 0.269741], [-10.780629, 3.294104, -0.116444], [-10.520009, 0.944833, -0.929194], [-8.250323, -0.058216, -0.958939], [-6.546214, 3.363272, 0.525666], [-8.736217, 4.525100, 0.627581], [-0.770919, -6.882180, -5.605409], [-0.510345, -5.834446, -4.737112], [0.789482, -5.357596, -4.646198], [1.805741, -5.851424, -5.353166], [1.540462, -6.857629, -6.183462], [0.276866, -7.406720, -6.344926], [-1.771751, -7.282631, -5.704530], [-1.295083, -5.391037, -4.139096], [1.031583, -4.544416, -3.970727], [2.382567, -7.243823, -6.747466], [0.122355, -8.224575, -7.035598]],
  "atomic_forces_ev_per_a": [[-0.02, 0.06, 0.06], [0.07, -0.18, -0.07], [-0.05, 0.05, 0.08], [0.02, 0.05, -0.02], [0.04, 0.03, 0.00], [0.04, -0.03, -0.05], [-0.13, -0.03, 0.00], [0.01, -0.04, -0.05], [0.13, 0.10, -0.03], [-0.16, -0.01, 0.17], [0.07, -0.02, -0.14], [0.14, -0.11, 0.01], [-0.01, 0.20, 0.16], [0.27, -0.09, -0.14], [-0.06, -0.12, 0.06], [-0.21, 0.11, -0.05], [0.17, -0.05, 0.04], [0.04, 0.04, 0.03], [-0.05, -0.06, -0.16], [-0.01, -0.07, 0.13], [0.06, 0.02, 0.03], [0.04, 0.03, -0.08], [0.02, 0.01, -0.05], [-0.04, 0.05, -0.01], [-0.02, -0.05, 0.01], [0.04, 0.04, 0.01], [0.00, 0.04, -0.03], [-0.06, -0.01, -0.02], [0.00, -0.02, 0.03], [0.07, -0.01, 0.03], [-0.08, -0.08, -0.02], [0.01, -0.07, 0.01], [0.00, 0.11, 0.03], [0.04, 0.04, 0.04], [-0.01, -0.06, -0.10], [-0.04, 0.08, 0.13], [0.01, 0.01, -0.06], [-0.05, -0.06, 0.09], [-0.02, -0.04, -0.07], [-0.03, -0.06, 0.03], [0.03, 0.03, -0.01], [-0.07, 0.05, -0.01], [0.03, 0.04, -0.02], [-0.05, -0.01, 0.06], [-0.02, 0.02, -0.08], [0.02, -0.04, -0.05], [-0.04, -0.10, -0.07], [-0.08, 0.10, -0.01], [0.00, -0.04, 0.08], [0.03, 0.10, -0.05], [-0.04, -0.03, 0.04], [0.05, -0.05, -0.01], [0.00, 0.04, -0.03], [0.06, -0.04, -0.01], [-0.06, 0.02, 0.05], [-0.01, 0.04, -0.01], [-0.06, 0.00, 0.03], [-0.03, -0.05, 0.00], [-0.05, 0.01, -0.01], [0.03, 0.05, -0.02], [-0.01, -0.01, -0.01], [0.00, -0.01, 0.03], [-0.02, 0.02, 0.00], [0.03, -0.01, 0.02], [-0.05, 0.02, -0.05], [0.01, 0.00, 0.04], [0.01, 0.00, 0.00], [0.00, 0.04, -0.01], [0.01, 0.00, 0.01], [0.00, -0.02, 0.01], [-0.02, 0.01, -0.01], [0.00, 0.01, 0.00], [-0.02, -0.01, 0.00], [0.00, 0.03, -0.02], [0.00, -0.01, 0.01], [0.03, 0.01, -0.01], [0.00, -0.01, 0.01], [0.00, 0.00, 0.00], [0.00, 0.00, 0.00], [0.00, 0.00, 0.01], [-0.01, -0.01, 0.00], [0.00, 0.00, 0.00], [0.00, 0.00, 0.00], [0.00, 0.01, 0.00], [0.02, 0.00, 0.01], [0.03, 0.01, 0.01], [0.00, -0.02, -0.01], [-0.01, 0.00, 0.00], [0.00, 0.00, 0.00], [0.00, 0.00, 0.00], [-0.01, 0.00, 0.00], [0.00, 0.01, 0.00], [0.01, 0.00, 0.00], [-0.01, 0.01, 0.00], [0.00, -0.02, -0.03], [0.04, 0.00, 0.03], [-0.01, 0.01, -0.01], [0.01, 0.02, 0.01], [-0.01, 0.00, 0.00], [0.00, 0.00, 0.00], [0.01, 0.00, 0.01], [-0.03, -0.02, 0.02], [-0.01, -0.01, -0.01], [0.01, 0.00, 0.00]],
  "mulliken_charge": [-0.613, -0.439, -0.294, -0.514, -0.676, -0.885, 0.088, -1.229, -0.477, -0.641, 0.322, -0.773, -0.451, -0.378, -0.942, -0.268, -0.796, -0.896, -0.189, 0.753, -1.182, -0.581, 0.211, 0.257, 0.256, 0.332, 0.161, 0.245, 0.402, 0.354, 0.311, 0.342, 0.301, 0.092, 0.283, 0.378, 0.442, 0.256, 0.341, 0.311, 0.430, -0.101, -0.069, 0.343, 0.403, 0.231, 0.227, 0.050, 0.380, 0.299, 0.425, 0.282, 0.270, 0.318, 0.405, 0.446, 0.410, 0.356, 0.316, 0.314, -0.516, -0.205, -0.441, -0.563, -0.319, -0.291, 0.495, 0.593, 0.390, 0.402, 0.458, -0.152, -0.732, 0.003, -0.156, -0.241, -0.601, 0.369, 0.356, 0.361, 0.435, 0.362, -0.132, -0.493, -0.183, -0.334, -0.013, -0.611, 0.365, 0.351, 0.352, 0.365, 0.351, -0.279, -0.744, -0.096, -0.436, -0.225, -0.359, 0.382, 0.374, 0.672, 0.374, 0.356]
}


| no. | largest force on an atom (eV/A) |
| --- | --- |
| 1 | 3.56 |
| 2 | 0.31 |